# C4H11N2O

The ion C4H11N2O with charge +1 at a distorted geometry (ωB97M-V/def2-TZVPD, the OMol25 dataset).

SMILES: C[C@H]([NH3+])CC(N)=O
HOMO, eV: -14.349
HOMO-LUMO gap, eV: 11.10
ΔE to the lowest compared entry with this formula, charge and spin, kcal per mole: 17.3

The geometry in ORCA input format:
```
! wB97M-V def2-TZVPD RIJCOSX def2/J DEFGRID3
* xyz 1 1
C 1.959 0.896 0.273
C 0.477 0.626 0.345
C 0.039 -0.346 -0.854
C -1.349 -0.839 -0.562
N -2.224 -0.528 -1.525
O -1.627 -1.665 0.319
N 0.057 -0.053 1.655
H 2.259 1.635 1.072
H 2.631 0.021 0.317
H 2.073 1.307 -0.744
H -0.148 1.523 0.343
H 0.789 -1.118 -1.035
H 0.107 0.342 -1.698
H -1.840 -0.328 -2.433
H -3.198 -0.794 -1.456
H 0.927 -0.218 2.160
H -0.521 0.538 2.262
H -0.412 -0.996 1.561
*
```

The net atomic charges from Mulliken, expressed in e, are:
1. C -1.4035
2. C 0.0066
3. C -0.7017
4. C 0.5017
5. N -0.3614
6. O -0.6690
7. N -0.2595
8. H 0.4025
9. H 0.4291
10. H 0.3703
11. H 0.2814
12. H 0.3955
13. H 0.4223
14. H 0.2297
15. H 0.2717
16. H 0.3907
17. H 0.3389
18. H 0.3548

# C4H2Cl4

An isolated molecule of C4H2Cl4 at a distorted geometry (ωB97M-V/def2-TZVPD, the OMol25 dataset).

SMILES: ClC1=C(Cl)C(Cl)(Cl)C1
HOMO, eV: -9.732
HOMO-LUMO gap, eV: 10.38
ΔE to the lowest compared entry with this formula, charge and spin, kcal per mole: 2.2

The geometry in ORCA input format:
```
! wB97M-V def2-TZVPD RIJCOSX def2/J DEFGRID3
* xyz 0 1
C -0.046 1.268 -0.011
C -1.016 0.351 0.015
C 1.138 -0.079 -0.001
C -0.170 -0.892 -0.007
Cl 0.130 2.918 -0.019
Cl -2.711 0.461 0.064
Cl -0.387 -1.870 -1.475
Cl -0.383 -1.940 1.406
H 1.744 -0.117 -0.893
H 1.701 -0.100 0.920
*
```

The net atomic charges from Mulliken, expressed in e, are:
1. C 0.2032
2. C -0.1770
3. C -0.8883
4. C 0.9339
5. Cl -0.1569
6. Cl -0.1659
7. Cl -0.1713
8. Cl -0.1686
9. H 0.2969
10. H 0.2941

# C48H132N12O12

A cluster of 12 separate species, C48H132N12O12 in total at a distorted geometry (ωB97M-V/def2-TZVPD, the OMol25 dataset).

HOMO (alpha / beta), eV: -10.378 / -10.378
HOMO-LUMO gap (alpha / beta), eV: 8.65 / 3.06
ΔE to the lowest compared entry with this formula, charge and spin, kcal per mole: 22.4
<S²>: 0.75

The geometry in ORCA input format:
```
! wB97M-V def2-TZVPD RIJCOSX def2/J DEFGRID3
* xyz 1 2
C -17.388 23.590 -16.872
C -16.906 22.432 -17.779
C -17.983 21.460 -18.283
O -18.848 20.934 -17.304
C -20.059 20.386 -17.852
N -16.291 23.016 -18.924
H -17.801 23.113 -15.984
H -18.148 24.247 -17.294
H -16.546 24.229 -16.604
H -16.150 21.888 -17.211
H -17.630 20.645 -18.914
H -18.604 22.075 -18.935
H -19.883 19.747 -18.717
H -20.810 21.142 -18.083
H -20.509 19.834 -17.027
H -15.880 22.347 -19.559
H -15.555 23.677 -18.721
C -14.338 22.675 -22.885
C -15.833 22.806 -22.685
C -16.632 23.091 -23.984
O -17.968 23.418 -23.886
C -18.634 23.706 -25.117
N -16.178 21.530 -22.030
H -13.810 22.465 -21.955
H -13.912 23.572 -23.336
H -13.995 21.864 -23.527
H -15.954 23.655 -22.012
H -16.638 22.202 -24.614
H -16.113 23.827 -24.597
H -18.233 24.615 -25.566
H -19.681 23.948 -24.935
H -18.581 22.869 -25.814
H -16.299 20.736 -22.642
H -17.056 21.588 -21.534
C -10.458 22.413 -18.300
C -11.702 21.762 -18.919
C -12.807 21.584 -17.824
O -12.497 20.608 -16.897
C -13.541 20.278 -15.998
N -12.067 22.666 -19.997
H -10.094 21.836 -17.450
H -10.746 23.422 -18.005
H -9.685 22.517 -19.061
H -11.491 20.825 -19.434
H -13.731 21.292 -18.323
H -13.018 22.533 -17.332
H -14.377 19.826 -16.531
H -13.912 21.129 -15.427
H -13.229 19.550 -15.249
H -12.672 22.227 -20.675
H -11.277 22.756 -20.620
C -16.100 30.148 -15.307
C -14.642 29.991 -14.899
C -13.655 30.060 -16.046
O -13.818 31.170 -16.950
C -12.971 31.131 -18.073
N -14.330 31.017 -13.938
H -16.668 29.948 -14.399
H -16.273 29.498 -16.164
H -16.312 31.154 -15.667
H -14.523 29.048 -14.365
H -13.894 29.128 -16.559
H -12.617 29.932 -15.738
H -12.990 32.106 -18.560
H -13.356 30.360 -18.740
H -11.927 30.938 -17.826
H -13.330 31.126 -13.840
H -14.603 31.914 -14.313
C -11.141 24.877 -22.817
C -10.915 23.442 -23.468
C -9.662 23.346 -24.273
O -9.534 22.044 -24.957
C -8.340 21.858 -25.679
N -10.721 22.428 -22.459
H -11.112 25.660 -23.574
H -10.429 25.175 -22.047
H -12.093 24.838 -22.286
H -11.817 23.285 -24.060
H -8.782 23.550 -23.663
H -9.608 24.097 -25.060
H -8.214 22.656 -26.410
H -8.351 20.977 -26.320
H -7.449 21.883 -25.051
H -9.871 22.676 -21.973
H -10.533 21.576 -22.966
C -18.438 25.671 -21.222
C -19.303 24.473 -20.881
C -20.244 24.804 -19.741
O -21.371 23.835 -19.680
C -22.038 23.969 -18.396
N -20.055 24.125 -22.097
H -18.985 26.507 -21.658
H -17.679 25.460 -21.976
H -17.893 26.025 -20.347
H -18.649 23.658 -20.569
H -20.564 25.842 -19.836
H -19.682 24.664 -18.817
H -22.492 24.952 -18.273
H -21.467 23.764 -17.490
H -22.845 23.237 -18.422
H -19.275 23.976 -22.721
H -20.474 24.942 -22.519
C -14.870 26.842 -19.203
C -13.725 25.851 -19.629
C -12.399 26.579 -19.856
O -12.492 27.663 -20.845
C -11.216 28.165 -21.172
N -13.685 24.736 -18.709
H -14.767 27.133 -18.158
H -15.787 26.297 -19.431
H -14.905 27.803 -19.716
H -14.044 25.392 -20.565
H -11.751 25.779 -20.216
H -11.898 26.885 -18.938
H -10.516 27.372 -21.434
H -10.757 28.705 -20.345
H -11.278 28.845 -22.022
H -13.050 23.994 -18.967
H -13.257 24.991 -17.830
C -17.645 29.226 -19.266
C -18.381 30.358 -20.075
C -19.881 29.974 -20.220
O -20.480 29.705 -18.936
C -21.819 30.017 -18.769
N -18.286 31.589 -19.313
H -16.658 29.557 -18.943
H -17.624 28.386 -19.961
H -18.147 28.874 -18.365
H -17.913 30.473 -21.053
H -19.920 29.093 -20.860
H -20.381 30.821 -20.690
H -22.444 29.252 -19.230
H -22.073 31.033 -19.068
H -22.017 29.923 -17.701
H -18.935 31.326 -18.585
H -18.930 32.207 -19.787
C -5.287 33.257 -24.747
C -6.760 32.725 -24.858
C -7.440 32.386 -23.525
O -8.448 31.413 -23.782
C -9.372 31.175 -22.756
N -7.518 33.631 -25.695
H -5.178 34.252 -24.315
H -4.692 33.196 -25.658
H -4.689 32.684 -24.039
H -6.671 31.771 -25.376
H -7.878 33.331 -23.205
H -6.739 32.030 -22.770
H -9.881 32.109 -22.517
H -9.024 30.630 -21.879
H -10.183 30.592 -23.193
H -7.129 33.667 -26.626
H -8.417 33.202 -25.861
C -8.988 29.878 -17.857
C -8.351 29.017 -16.790
C -8.708 27.530 -16.912
O -10.064 27.287 -16.848
C -10.490 25.907 -16.917
N -6.904 29.220 -16.843
H -8.531 29.750 -18.838
H -8.851 30.926 -17.592
H -10.043 29.605 -17.848
H -8.665 29.417 -15.826
H -8.338 26.867 -16.131
H -8.302 27.091 -17.823
H -10.154 25.348 -16.044
H -9.964 25.372 -17.709
H -11.566 25.764 -17.011
H -6.581 30.115 -16.504
H -6.625 29.162 -17.812
C -14.989 26.715 -23.359
C -15.221 27.450 -24.699
C -15.148 26.462 -25.902
O -13.887 25.757 -25.930
C -13.998 24.701 -26.800
N -16.546 28.077 -24.626
H -15.692 25.899 -23.193
H -15.126 27.330 -22.470
H -13.964 26.363 -23.475
H -14.468 28.212 -24.897
H -15.297 27.014 -26.830
H -15.968 25.752 -25.796
H -14.641 23.901 -26.432
H -13.022 24.256 -26.994
H -14.321 25.183 -27.723
H -16.409 28.757 -23.892
H -16.739 28.644 -25.440
C -7.011 27.934 -21.087
C -6.155 29.119 -21.718
C -5.487 29.930 -20.584
O -6.500 30.760 -20.000
C -5.951 31.870 -19.410
N -5.204 28.594 -22.619
H -7.160 27.141 -21.820
H -7.953 28.289 -20.670
H -6.526 27.537 -20.195
H -6.820 29.796 -22.253
H -4.673 30.503 -21.029
H -5.052 29.236 -19.865
H -5.129 31.620 -18.740
H -6.777 32.392 -18.927
H -5.517 32.491 -20.194
H -5.621 27.759 -23.006
H -4.558 28.232 -21.932
*
```

Atomic partial charges in e from the Mulliken method, atoms 1 to 99:
1. C -1.4762
2. C 1.0192
3. C -0.5332
4. O -0.4230
5. C -0.6514
6. N 0.8943
7. H 0.4462
8. H 0.0630
9. H 0.4737
10. H -0.1617
11. H 0.5054
12. H 0.1682
13. H 0.3375
14. H 0.1670
15. H 0.3090
16. H 0.1461
17. H -0.5354
18. C -0.2051
19. C 2.4386
20. C -0.4705
21. O -0.5843
22. C -0.9384
23. N -0.6533
24. H -0.6818
25. H -0.2796
26. H 0.7611
27. H -0.6835
28. H 0.6809
29. H -0.6008
30. H 0.2436
31. H 0.3477
32. H 0.3630
33. H 0.3135
34. H 0.1613
35. C -1.3696
36. C 0.2536
37. C -0.4491
38. O -0.4288
39. C -0.7826
40. N -0.2730
41. H 0.4920
42. H -0.0180
43. H 0.3967
44. H 0.6382
45. H 0.2349
46. H 0.4686
47. H 0.3121
48. H 0.3010
49. H 0.3264
50. H -0.4443
51. H -0.3556
52. C -1.1497
53. C 0.3115
54. C -0.0639
55. O -0.4162
56. C -0.2281
57. N -0.7624
58. H 0.4305
59. H 0.0710
60. H 0.3090
61. H 0.3596
62. H -0.2754
63. H 0.4435
64. H 0.3559
65. H 0.0569
66. H 0.0667
67. H 0.2710
68. H 0.3044
69. C -0.9372
70. C 0.5430
71. C -1.0274
72. O -0.3399
73. C -0.8185
74. N -0.5959
75. H 0.7497
76. H 0.2711
77. H -0.3855
78. H 0.0949
79. H 0.4227
80. H 0.5599
81. H 0.3243
82. H 0.2651
83. H 0.3140
84. H 0.2618
85. H 0.3033
86. C -0.8730
87. C 1.8310
88. C -0.2859
89. O -0.4126
90. C -0.8177
91. N -0.6672
92. H 0.3898
93. H -0.1569
94. H 0.0414
95. H -0.8717
96. H 0.6525
97. H -0.2738
98. H 0.3356
99. H 0.2751

# C3H7N2O

The ion C3H7N2O with charge +1 at a distorted geometry (ωB97M-V/def2-TZVPD, the OMol25 dataset).

SMILES: C=[NH+]/C(O)=C/N
HOMO, eV: -12.528
HOMO-LUMO gap, eV: 7.43
ΔE to the lowest compared entry with this formula, charge and spin, kcal per mole: 44.0

The geometry in ORCA input format:
```
! wB97M-V def2-TZVPD RIJCOSX def2/J DEFGRID3
* xyz 1 1
C -0.043 0.633 0.001
C -2.229 -0.471 -0.073
C 0.847 -0.412 0.013
N -1.412 0.529 0.010
N 2.175 -0.291 -0.058
O 0.316 1.951 -0.047
H -3.289 -0.292 -0.068
H -1.865 -1.483 -0.147
H 0.463 -1.416 0.116
H -1.814 1.473 0.043
H 2.623 0.588 -0.266
H 2.756 -1.112 -0.033
H 1.170 2.123 0.365
*
```

The net atomic charges from Mulliken, expressed in e, are:
1. C 0.4350
2. C -0.1273
3. C -0.0227
4. N -0.0545
5. N -0.3794
6. O -0.5565
7. H 0.2629
8. H 0.2107
9. H 0.2279
10. H 0.2839
11. H 0.1739
12. H 0.2329
13. H 0.3132